No. 1
76
Properties=species:S:1:pos:R:3:forces:R:3 method="wB97M-V/def2-TZVPD" relative_energy_kj_mol=22.81 fmax_ev_per_a=1.067 e_tot_ha=-2186.55753 charge=0 smiles="C[C@]12CC[C@H]3[C@@H](CC[C@]4(O)C[C@H](O)CC[C@]34/C=N/NC(=O)c3ccccc3Cl)[C@@]1(O)CC[C@@H]2C1=CC(=O)OC1" lumo_ha=0.0095
C -3.43518 -1.54393 -0.65264 0.09 0.23 0.16
H -3.92412 -1.91119 -1.55210 -0.04 -0.09 -0.13
H -3.96910 -1.90772 0.21829 -0.01 -0.12 -0.02
H -2.42798 -1.94850 -0.62329 0.14 -0.14 -0.02
C -3.39637 -0.01808 -0.65698 -0.10 -0.13 0.06
C -2.54417 0.48101 -1.83266 0.20 -0.15 0.19
C -1.05214 0.22442 -1.65864 -0.11 0.35 0.03
H -0.86092 -0.84763 -1.63653 0.07 -0.10 -0.04
C -0.52815 0.89732 -0.38846 0.01 -0.34 -0.04
C -1.32120 0.42223 0.83808 -0.27 0.33 0.09
C -0.83658 1.15174 2.09607 0.10 -0.28 -0.09
C 0.66476 0.98779 2.29300 0.06 0.24 -0.13
H 0.89983 -0.06493 2.47152 0.04 -0.03 0.06
H 0.99033 1.54950 3.17021 0.09 -0.04 0.02
C 1.48828 1.45988 1.08135 -0.65 -0.02 0.35
C 1.37192 2.97931 0.88463 0.45 -0.19 -0.18
H 0.33384 3.28864 0.76342 -0.07 0.06 -0.01
C 2.18899 3.44540 -0.32429 -0.26 -0.43 -0.03
C 1.72608 2.70706 -1.58262 0.32 0.01 0.23
C 1.83682 1.20182 -1.37966 -0.19 0.08 -0.03
H 1.56121 0.67332 -2.29224 0.08 -0.08 -0.02
H 2.87805 0.95991 -1.16318 -0.02 -0.07 -0.10
C 0.99462 0.68621 -0.19019 0.37 0.49 -0.07
C 1.29205 -0.77653 -0.02972 -0.12 -0.54 -0.01
N 2.48281 -1.16852 0.15188 -0.06 0.46 0.02
N 2.78104 -2.46972 0.29538 -0.79 -0.71 0.06
C 4.07577 -2.88499 0.45831 -0.02 0.16 0.01
O 4.34405 -4.04605 0.65272 0.08 -0.07 0.04
C 5.06922 -1.76773 0.41127 0.30 0.04 -0.10
C 5.27045 -1.01527 -0.74190 0.19 0.00 0.22
C 6.17658 0.03137 -0.75604 -0.08 -0.05 -0.06
C 6.89197 0.32938 0.39043 0.00 -0.03 0.05
C 6.71835 -0.42547 1.53813 0.04 0.04 0.03
C 5.81460 -1.47229 1.54591 -0.11 -0.08 -0.13
H 5.67116 -2.07059 2.43270 -0.01 -0.06 0.09
H 7.28618 -0.19949 2.42705 0.04 0.03 0.08
H 7.59252 1.15000 0.38113 0.06 0.08 0.00
H 6.31724 0.60393 -1.65923 0.00 0.03 -0.10
Cl 4.41214 -1.40600 -2.19097 0.03 -0.01 -0.28
H 2.04603 -3.18048 0.27814 0.28 0.18 0.00
H 0.47149 -1.49651 -0.08342 0.02 -0.09 -0.01
H 2.35529 3.00595 -2.42283 -0.05 0.05 -0.03
H 0.69895 2.99638 -1.82223 -0.09 0.08 -0.03
O 2.13205 4.84472 -0.48316 -0.09 0.46 -0.04
H 1.21559 5.10277 -0.63708 0.06 -0.01 0.00
H 3.24371 3.22374 -0.13924 -0.12 -0.04 -0.04
H 1.76954 3.45902 1.77986 -0.06 0.03 0.07
O 2.85521 1.23222 1.33511 0.29 0.13 0.11
H 3.06807 0.31040 1.11759 0.04 0.04 0.00
H -1.07901 2.21274 2.02839 -0.08 0.06 0.02
H -1.34102 0.74941 2.97780 -0.05 0.07 0.05
H -1.14617 -0.64792 0.98861 0.01 -0.07 -0.02
C -2.85589 0.55894 0.67719 0.56 0.31 -0.47
C -3.38346 2.00055 0.66719 -0.07 -0.24 0.01
H -2.76951 2.62683 0.02230 0.10 0.08 0.01
H -3.38688 2.43832 1.66537 0.11 0.06 0.03
C -4.80456 1.87127 0.11624 0.06 0.16 -0.01
H -5.50412 1.72054 0.93686 -0.02 0.05 -0.05
H -5.10942 2.76595 -0.42484 -0.08 0.03 0.05
C -4.81454 0.62732 -0.80250 0.00 -0.06 0.15
C -5.94552 -0.28491 -0.47008 -0.37 -0.17 0.15
C -6.34788 -0.79094 0.69806 0.05 0.14 -0.49
C -7.53800 -1.62600 0.46977 0.00 -0.04 0.43
O -8.19304 -2.24987 1.25574 0.02 0.03 -0.18
O -7.82289 -1.58916 -0.86250 -0.44 -0.31 -0.15
C -6.88734 -0.77774 -1.53179 0.21 0.16 -0.08
H -7.41402 0.04538 -2.02941 0.08 -0.04 0.03
H -6.37651 -1.37192 -2.29830 0.00 0.05 0.04
H -5.90418 -0.66980 1.66583 0.07 0.04 0.17
H -4.94087 0.93184 -1.84553 0.03 -0.02 -0.01
O -3.48594 -0.16645 1.72007 -0.28 -0.12 0.26
H -3.33509 0.29684 2.55050 0.02 -0.01 0.00
H -0.70280 1.96951 -0.49878 0.01 0.04 -0.02
H -0.53741 0.62860 -2.53072 0.07 -0.07 -0.04
H -2.69817 1.55355 -1.96486 -0.04 0.10 -0.08
H -2.88825 -0.01371 -2.74390 -0.12 0.07 -0.03

=====

No. 2
95
Properties=species:S:1:pos:R:3:forces:R:3 method="wB97M-V/def2-TZVPD" fmax_ev_per_a=2.728 e_tot_ha=-7021.29796 charge=+3 lumo_ha="-0.4360 / -0.4390"
Pd 0.44619 -0.42020 0.47308 1.63 0.02 0.97
O 1.09549 -1.11100 3.16068 1.03 1.15 -2.25
C 1.65069 -0.84690 2.13558 -1.30 -1.79 1.58
O 2.95459 -1.14610 1.92788 -1.11 0.64 0.30
C 3.52469 -0.86390 0.71388 0.03 0.45 -1.44
O 2.79789 -0.57480 -0.23642 -0.12 -0.50 0.73
C 4.96559 -0.93160 0.73278 0.41 -0.13 0.15
C 5.66339 -1.21550 1.92528 -0.24 0.04 -0.20
C 7.03909 -1.30600 1.90938 0.03 -0.03 0.07
C 7.73609 -1.12340 0.72128 -0.13 0.03 0.03
C 7.06099 -0.81650 -0.45502 0.00 0.00 -0.02
C 5.68669 -0.71850 -0.45712 -0.30 -0.05 0.11
H 5.12109 -1.35990 2.84748 0.02 -0.03 0.07
H 7.57729 -1.52440 2.82008 -0.01 -0.02 0.04
H 8.81099 -1.21890 0.71128 0.10 0.02 0.01
H 7.62059 -0.66290 -1.36432 -0.01 0.02 -0.10
H 5.15229 -0.49050 -1.36642 -0.05 0.00 -0.10
C 0.00379 5.41500 -1.06902 0.47 0.23 0.47
Ge 1.55859 5.48890 0.16258 0.78 -0.64 -0.52
C 2.82119 6.95940 -0.23172 -0.68 -0.27 0.33
C 1.13269 5.15170 2.07128 0.10 0.19 -0.53
C 2.79819 3.80320 -0.34932 -1.17 1.47 0.51
Se 1.98689 2.12780 -0.04002 0.95 -0.39 -0.42
C 1.45429 1.70310 -1.86042 -0.01 -0.20 0.09
H -0.70591 6.17820 -0.75812 -0.13 0.07 0.02
H -0.50891 4.45770 -1.07672 -0.01 -0.20 0.06
H 0.31939 5.65860 -2.07932 0.08 -0.02 -0.10
H 2.32249 7.88850 0.03688 0.08 0.17 -0.03
H 3.09339 7.00010 -1.28382 -0.10 -0.10 -0.05
H 3.72219 6.86890 0.36868 0.03 -0.06 0.08
H 0.20339 5.63830 2.35208 -0.15 0.09 -0.01
H 1.91659 5.56250 2.69988 0.13 0.02 0.05
H 1.04119 4.08660 2.28088 0.00 -0.06 -0.07
H 3.64329 3.94300 0.31908 0.02 -0.32 0.14
H 3.09729 3.91670 -1.38752 -0.17 -0.18 -0.12
H 0.81989 2.49640 -2.25422 -0.07 -0.06 0.05
H 0.93129 0.73600 -1.85312 0.09 0.35 -0.10
H 2.35209 1.61460 -2.46942 0.03 0.00 0.05
C -4.76451 0.88070 1.04638 0.01 0.08 0.06
C -5.21051 -0.38580 0.39228 -0.07 0.22 0.16
C -6.57301 -0.68300 0.33218 0.23 0.11 0.09
C -7.04301 -1.85790 -0.22162 -0.03 -0.14 -0.05
C -6.15741 -2.76570 -0.78072 0.06 -0.06 0.02
C -4.80201 -2.49090 -0.75062 0.13 -0.32 -0.28
C -4.34951 -1.30930 -0.18602 0.95 -0.11 -0.02
Sb -2.14411 -1.14170 -0.34132 -1.06 1.15 -0.49
C -1.67841 -0.69860 -2.43262 -0.12 -0.10 0.97
C -0.66431 -1.49750 -2.95922 0.26 -0.26 0.21
C -0.45871 -1.53840 -4.32732 -0.09 0.04 -0.07
C -1.27501 -0.78360 -5.15942 0.19 -0.17 0.12
C -2.24321 0.04650 -4.62252 -0.14 0.09 0.21
C -2.47101 0.11360 -3.25012 -0.05 0.05 -0.08
C -3.50491 1.04480 -2.70152 -0.12 -0.05 -0.01
C -1.41441 0.49160 1.08098 -0.19 -1.00 -0.47
C -1.35961 1.81580 0.61288 0.07 0.57 -0.49
C -1.56761 2.86410 1.49398 -0.27 0.07 -0.11
C -1.82701 2.59500 2.83318 0.06 0.06 -0.28
C -1.86971 1.28830 3.29328 0.11 -0.40 -0.01
C -1.66901 0.20930 2.43888 0.01 0.04 0.40
C -1.77291 -1.19320 2.95318 0.07 -0.13 0.02
H -5.61101 1.54600 1.19258 0.01 0.07 0.02
H -4.02171 1.39930 0.44018 -0.01 0.08 0.00
H -4.33071 0.67620 2.02538 0.01 0.05 0.06
H -7.26551 0.03000 0.75428 -0.08 0.06 0.03
H -8.10131 -2.07220 -0.20522 -0.07 0.01 -0.06
H -6.51161 -3.68310 -1.22572 -0.02 -0.05 -0.04
H -4.10271 -3.18980 -1.18972 -0.02 -0.14 -0.06
H -0.04281 -2.09940 -2.30002 -0.06 -0.03 -0.06
H 0.30289 -2.17740 -4.74502 0.11 -0.04 -0.02
H -1.15781 -0.84550 -6.22932 0.05 0.03 -0.14
H -2.85651 0.64530 -5.28102 -0.02 0.08 -0.03
H -3.89941 1.67910 -3.49022 -0.07 0.06 0.02
H -3.08111 1.68990 -1.92982 -0.03 0.05 0.05
H -4.33651 0.49010 -2.26672 -0.10 0.02 0.04
H -1.22241 2.01250 -0.44762 0.07 -0.01 0.14
H -1.56851 3.88320 1.13388 0.09 0.02 -0.03
H -2.00451 3.40660 3.52458 0.02 0.07 0.02
H -2.06681 1.09770 4.33768 -0.06 -0.04 0.11
H -1.50121 -1.22460 4.00608 -0.04 -0.08 0.02
H -1.10381 -1.87380 2.41658 -0.28 0.10 0.16
H -2.79961 -1.56050 2.86528 -0.05 0.01 -0.01
O 0.47569 -2.78180 0.11108 0.38 0.78 -0.25
S -0.02461 -4.01000 0.86578 0.31 -0.80 -0.19
C -0.03511 -5.33300 -0.41992 -0.21 0.02 0.43
C 0.69049 -6.50280 0.21468 0.21 -0.16 0.02
C 1.91579 -5.90680 0.90428 0.03 -0.18 -0.10
C 1.42699 -4.72890 1.73508 -0.31 -0.14 -0.04
H 0.50969 -4.93260 -1.27492 0.02 0.20 0.07
H -1.06361 -5.55150 -0.69792 -0.05 0.07 0.00
H 0.97809 -7.23170 -0.54342 -0.07 0.01 0.01
H 0.04979 -7.01560 0.93368 -0.02 -0.01 0.02
H 2.62909 -5.56870 0.15158 0.03 0.01 0.01
H 2.41429 -6.64220 1.53448 0.04 0.05 0.00
H 2.16929 -3.94420 1.86738 -0.12 0.15 0.01
H 1.05999 -5.04850 2.70988 -0.01 0.04 0.05